Formula: C23H13Cl2N8O8STi
Source: the Open Molecules 2025 dataset
Level of theory: the ωB97M-V functional and the def2-TZVPD basis

Geometry as XYZ:
```
56
C23H13Cl2N8O8STi | the Open Molecules 2025 dataset | the ωB97M-V functional and the def2-TZVPD basis
Ti -0.9523 0.1005 0.2996
O -3.2360 3.0507 -0.0381
Cl -1.9173 2.6595 -0.3091
O -1.0736 3.6989 -0.7089
O -1.3138 1.9820 0.9488
O -1.8552 1.5014 -1.2162
O 1.2131 -1.8553 5.6124
C 1.8645 -0.7262 5.3354
O 2.5713 -0.1881 6.1379
C 1.6490 -0.1150 3.9887
C 2.3741 0.9583 3.4797
Cl 3.6516 1.8376 4.1405
N 1.8711 1.2778 2.2613
N 0.8603 0.4597 1.9480
C 0.7191 -0.3700 2.9673
C -0.2945 -1.4140 2.7435
O -0.5118 -2.3716 3.4307
O -0.9548 -1.1939 1.5918
C 2.4081 2.1757 1.2757
C 3.6482 1.8915 0.7248
C 4.1397 2.7310 -0.2624
C 3.3927 3.8213 -0.6861
C 2.1560 4.0917 -0.1181
C 1.6560 3.2685 0.8808
H 0.6139 -2.1501 4.8978
H 4.2103 1.0284 1.0540
H 5.1051 2.5277 -0.7049
H 3.7815 4.4679 -1.4610
H 1.5803 4.9468 -0.4438
H 0.7084 3.4744 1.3589
N -3.2572 -2.1208 -2.4221
C -2.0598 -2.6716 -2.8657
C -1.7849 -3.5441 -3.9108
C -0.4670 -3.9230 -4.0587
C 0.5309 -3.4721 -3.1809
C 0.2466 -2.6131 -2.1401
C -1.0728 -2.1827 -2.0057
N -1.6843 -1.3225 -1.0878
C -2.9760 -1.3364 -1.3743
C -3.8879 -0.6287 -0.4938
C -5.2400 -0.4943 -0.4878
S -5.7158 0.4046 0.8873
C -4.0949 0.5479 1.3628
N -3.2443 -0.0336 0.5652
H -4.1694 -2.2798 -2.8153
H -2.5573 -3.9082 -4.5736
H -0.1951 -4.5940 -4.8614
H 1.5485 -3.8069 -3.3251
H 1.0178 -2.3195 -1.4433
H -5.9646 -0.8671 -1.1922
H -3.7996 1.0951 2.2459
N 3.4373 -1.4282 -3.9237
C 2.9281 -0.6780 -3.2123
N 2.3704 0.2050 -2.4105
C 1.4498 0.1710 -1.6083
N 0.5765 0.2340 -0.7970
```

Calculated values
**E_LUMO**: -4.95 eV
**M**: 680.25 g/mol
**HOMO**: -12.2 eV
**Net charge**: +1
**HOMO-LUMO gap**: 7.289 eV

Atom charges from the natural (NBO) analysis, given in e for atoms 1 to 5: 1.59, -0.73, 2.55, -0.71, -0.79

Formula: C23H14AsFO5SW
Source: the Open Molecules 2025 dataset
Level of theory: the ωB97M-V functional and the def2-TZVPD basis

Geometry as XYZ:
```
46
C23H14AsFO5SW | the Open Molecules 2025 dataset | the ωB97M-V functional and the def2-TZVPD basis
W -0.4631 -1.9019 -0.2521
S 1.9995 -2.0222 -0.4713
C 2.7439 -0.4663 -0.8129
C 4.1383 -0.4158 -0.9317
C 4.7800 0.7814 -1.1811
C 4.0594 1.9670 -1.3135
C 2.6824 1.9379 -1.1986
C 2.0364 0.7313 -0.9464
As 0.1402 0.5463 -0.8353
C -0.5859 2.3386 -0.9244
C -0.7942 3.0836 0.2287
C -1.2542 4.3886 0.1264
C -1.5043 4.9475 -1.1190
C -1.2966 4.2004 -2.2700
C -0.8414 2.8937 -2.1738
C -0.1173 0.1183 1.0570
C 0.9771 -0.1197 1.9190
C 0.7692 -0.6533 3.1686
C -0.5229 -0.9891 3.5876
C -1.6047 -0.7621 2.7676
C -1.4180 -0.2260 1.4859
H 4.7065 -1.3316 -0.8311
H 5.8582 0.7936 -1.2759
H 4.5703 2.9006 -1.5050
H 2.1087 2.8520 -1.2981
H -0.5960 2.6589 1.2044
H -1.4160 4.9677 1.0259
H -1.8640 5.9653 -1.1909
H -1.4935 4.6290 -3.2435
H -0.6894 2.3141 -3.0768
H 1.9726 0.1481 1.5925
H 1.6148 -0.8374 3.8174
H -0.6726 -1.4314 4.5633
H -2.6070 -1.0083 3.0915
H -2.2828 0.0416 0.8894
O -3.3440 -5.9429 0.7060
C -2.8478 -5.0238 0.1313
C -1.5814 -5.0676 -0.7548
O -0.8447 -5.9951 -0.9147
C -1.4731 -3.6923 -1.3292
C -2.4860 -2.8534 -0.8237
O -2.3680 -1.5567 -1.0410
C -3.3373 -3.5606 0.1576
O -4.1902 -3.1013 0.8676
O -0.4599 -3.1354 -1.9331
F -0.2014 -3.1111 1.2603
```

Calculated values
**E_LUMO (alpha / beta)**: -1.39 / -1.63 eV
**M**: 680.19 g/mol
**HOMO (alpha / beta)**: -7.7 / -8.3 eV
**Energy relative to the best compared isomer or geometry (same formula, charge and spin)**: 29.4 kcal per mole
**HOMO-LUMO gap (alpha / beta)**: 6.327 / 6.715 eV
**<S²>**: 2.018
**Spin multiplicity**: 3

Atom charges from the natural (NBO) analysis, given in e for atoms 1 to 5: 1.43, -0.05, -0.14, -0.23, -0.18

Formula: C23H14Br2N2OPdS
Source: the Open Molecules 2025 dataset
Level of theory: the ωB97M-V functional and the def2-TZVPD basis

Geometry as XYZ:
```
44
C23H14Br2N2OPdS | the Open Molecules 2025 dataset | the ωB97M-V functional and the def2-TZVPD basis
Pd -0.1156 -0.0671 0.3847
S 2.7498 2.1899 2.9531
C 3.6862 0.9789 2.1203
C 5.0578 0.7547 2.1539
C 5.5565 -0.2852 1.3937
C 4.7109 -1.0900 0.6211
C 3.3486 -0.8736 0.5851
C 2.8404 0.1796 1.3436
N 1.5103 0.5499 1.4400
C 1.3141 1.5664 2.2340
C -0.0656 1.9754 2.4295
C -0.4992 2.8609 3.4091
C -1.8573 3.0082 3.6311
C -2.7554 2.2327 2.9087
C -2.3108 1.3604 1.9204
C -0.9599 1.2569 1.6105
H 5.7126 1.3725 2.7533
H 6.6205 -0.4816 1.3989
H 5.1339 -1.9008 0.0431
H 2.6738 -1.4945 0.0087
H 0.2166 3.4006 4.0190
H -2.2144 3.6872 4.3937
H -3.8145 2.3052 3.1234
H -3.0338 0.7473 1.3950
C -2.1345 2.0497 -1.6143
C -2.1850 0.6006 -1.9860
C -2.9751 0.2143 -3.0902
C -2.9670 -1.0695 -3.5418
C -2.0850 -2.0034 -2.9638
C -1.8813 -3.3200 -3.4350
Br -2.9262 -4.0010 -4.8652
C -0.8996 -4.1047 -2.8999
C -0.0793 -3.6157 -1.8794
Br 1.3244 -4.6988 -1.2234
C -0.2389 -2.3481 -1.3301
O 0.5260 -1.8625 -0.4150
C -1.3058 -1.5514 -1.8768
N -1.4395 -0.2882 -1.3494
H -2.7038 2.6398 -2.3298
H -1.1004 2.3966 -1.6157
H -2.5321 2.2361 -0.6255
H -3.5882 0.9620 -3.5738
H -3.5829 -1.3670 -4.3796
H -0.7310 -5.1028 -3.2793
```

Calculated values
**E_LUMO**: -0.38 eV
**M**: 632.67 g/mol
**HOMO**: -7.4 eV
**Energy relative to the best compared isomer or geometry (same formula, charge and spin)**: 0.0 kcal per mole
**HOMO-LUMO gap**: 7.025 eV

Atom charges from the natural (NBO) analysis, given in e for atoms 1 to 5: 0.81, 0.44, -0.24, -0.20, -0.21

Formula: C23H14Br3FNO3Pt
Source: the Open Molecules 2025 dataset
Level of theory: the ωB97M-V functional and the def2-TZVPD basis

Geometry as XYZ:
```
46
C23H14Br3FNO3Pt | the Open Molecules 2025 dataset | the ωB97M-V functional and the def2-TZVPD basis
Pt -0.5365 -0.3919 0.2227
C 0.4908 -2.8915 1.9845
C 1.5421 -2.3233 1.0826
C 2.8596 -2.8293 1.1579
C 3.8455 -2.3396 0.3531
C 3.5285 -1.3839 -0.6377
C 4.4368 -0.8607 -1.5836
Br 6.2717 -1.3616 -1.5472
C 3.9993 -0.0037 -2.5597
C 2.6506 0.3383 -2.6524
Br 2.0800 1.4411 -4.0815
C 1.6680 -0.1348 -1.7669
O 0.4217 0.0649 -1.8818
C 2.1877 -0.9615 -0.6965
N 1.2575 -1.3697 0.2121
H 0.8814 -3.7778 2.4838
H -0.3996 -3.1570 1.4154
H 0.1826 -2.1684 2.7392
H 3.0747 -3.5982 1.8869
H 4.8596 -2.7075 0.4312
H 4.6943 0.3880 -3.2895
F 0.2606 1.3232 6.0338
C 0.0719 0.9345 4.7421
C -1.1945 0.5745 4.3293
C -1.3828 0.1765 3.0115
C -0.3108 0.1275 2.1133
C 0.9506 0.5149 2.5692
C 1.1497 0.9208 3.8869
H -2.0194 0.6135 5.0293
H -2.3717 -0.0858 2.6662
H 1.7990 0.5189 1.8955
H 2.1255 1.2265 4.2418
Br -6.1270 3.3246 -4.0145
C -4.5706 2.4308 -3.3678
C -3.5037 2.2375 -4.2326
C -2.3799 1.5869 -3.7519
C -2.3330 1.1380 -2.4367
C -3.4011 1.3430 -1.5817
C -4.5370 2.0002 -2.0588
C -3.4371 0.8905 -0.1319
O -4.4620 1.1278 0.4968
O -2.4556 0.2508 0.4168
H -3.5533 2.5946 -5.2524
H -1.5196 1.4355 -4.3915
H -1.4279 0.6671 -2.1010
H -5.3663 2.1554 -1.3846
```

Calculated values
**E_LUMO**: 2.01 eV
**M**: 806.16 g/mol
**HOMO**: -5.0 eV
**Energy relative to the best compared isomer or geometry (same formula, charge and spin)**: 10.9 kcal per mole
**Net charge**: -1
**HOMO-LUMO gap**: 6.962 eV

Atom charges from the natural (NBO) analysis, given in e for atoms 1 to 5: 0.78, -0.66, 0.28, -0.26, -0.12

Formula: C23H14BrClN4O2Pd
Source: the Open Molecules 2025 dataset
Level of theory: the ωB97M-V functional and the def2-TZVPD basis

Geometry as XYZ:
```
46
C23H14BrClN4O2Pd | the Open Molecules 2025 dataset | the ωB97M-V functional and the def2-TZVPD basis
Pd 0.1192 0.2842 1.1456
Br 0.5358 -2.9077 3.2029
C 1.4589 -2.7584 1.5675
C 2.4172 -3.7182 1.2578
C 3.0779 -3.6061 0.0509
C 2.7511 -2.5605 -0.8042
C 1.8050 -1.6444 -0.3936
N 1.1662 -1.7352 0.7922
C 1.3980 -0.5195 -1.3289
O 1.5833 -0.6686 -2.5251
O 0.7276 0.4518 -0.7948
H 2.6273 -4.5139 1.9559
H 3.8389 -4.3266 -0.2187
H 3.2068 -2.4295 -1.7744
N -0.7784 0.2171 2.9632
C -0.5381 0.6806 4.0093
C -0.3031 1.2237 5.2458
C 0.4137 0.4645 6.2059
N 0.9867 -0.1668 6.9824
C -0.7642 2.5363 5.5289
N -1.1354 3.6047 5.7512
Cl -0.2679 -3.5624 -6.2335
C -0.6258 -2.4645 -4.9747
C -0.9011 -1.1327 -5.3076
C -1.1828 -0.2509 -4.3007
C -1.1992 -0.6904 -2.9536
C -1.4076 0.1844 -1.9142
C -0.9074 -2.0470 -2.6529
C -0.6248 -2.9332 -3.6576
H -0.8725 -0.8296 -6.3438
H -1.3754 0.7919 -4.5152
H -1.2767 -0.1326 -0.8961
H -1.5730 1.2444 -2.0624
H -0.9076 -2.3587 -1.6155
H -0.3969 -3.9702 -3.4598
C -1.3537 4.7729 1.0484
C -0.1107 4.4486 1.5748
C 0.3101 3.1266 1.6155
C -0.5084 2.1138 1.1286
C -1.7584 2.4377 0.6179
C -2.1768 3.7641 0.5740
H -1.6856 5.8025 1.0275
H 0.5310 5.2255 1.9701
H 1.2756 2.8860 2.0454
H -2.4393 1.6627 0.2810
H -3.1592 4.0034 0.1847
```

Calculated values
**E_LUMO**: -3.26 eV
**M**: 600.17 g/mol
**HOMO**: -7.6 eV
**Energy relative to the best compared isomer or geometry (same formula, charge and spin)**: 30.9 kcal per mole
**HOMO-LUMO gap**: 4.295 eV

Atom charges from the natural (NBO) analysis, given in e for atoms 1 to 5: 0.69, 0.13, 0.16, -0.26, -0.14

Which largest force on an atom belongs to each record? In order, 1.00; 0.94; 0.77; 0.72; 0.98 eV/Å.
Which total energy belongs to each record? In order, -111348.6366; -110531.0651; -183507.3979; -247805.7842; -120174.8271 eV.